1.
The following is a DFT calculation (ωB97M-V with the def2-TZVPD basis set) of an isolated molecule of C2H2N2O2.

```
8
Properties=species:S:1:pos:R:3:forces:R:3:lowdin_charge:R:1
C 0.264 1.040 -0.260 -3.89 -0.20 -0.55 -0.559
N 0.226 -1.102 0.584 -1.63 -1.65 -3.97 0.046
O -0.852 0.285 -0.709 -0.79 -1.37 -2.38 0.020
H 1.605 0.271 1.295 -2.35 -0.40 -4.16 0.264
H -1.682 -1.707 -0.500 1.90 0.78 0.20 0.153
N 0.934 0.066 0.331 4.66 -0.39 6.82 0.025
C -0.739 -1.079 -0.366 0.84 3.39 4.02 -0.078
O 0.245 2.226 -0.375 1.26 -0.15 0.03 0.129
```
Forces are in eV/Å.

Output
strongest force on any atom = 8.27 eV/A
LUMO = 0.4312 eV
net charge = 0
spin multiplicity = 1
structure (SMILES) = O=c1[nH]nco1
E_tot = -9179.342 eV
HOMO = -0.362 hartree

***

2.
The following is a DFT calculation (ωB97M-V with the def2-TZVPD basis set) of an isolated molecule of C2H2N2O2.

```
8
Properties=species:S:1:pos:R:3:forces:R:3:lowdin_charge:R:1
N 0.577 0.559 1.005 -0.08 0.47 -0.51 0.120
C 0.120 0.402 -0.206 -0.14 -0.73 0.89 -0.414
C -0.514 -0.875 -0.277 -0.05 -0.25 -0.18 -0.052
O 0.226 1.298 -1.180 0.41 0.47 0.02 0.101
N -0.419 -1.428 0.889 -0.21 -0.24 0.00 0.068
O 0.231 -0.563 1.689 0.10 -0.02 -0.18 -0.083
H 0.770 2.026 -0.829 -0.22 -0.11 -0.27 0.133
H -0.992 -1.419 -1.091 0.18 0.42 0.22 0.127
```
Forces are in eV/Å.

Output
strongest force on any atom = 1.16 eV/A
LUMO = 0.6559 eV
net charge = 0
spin multiplicity = 1
structure (SMILES) = Oc1cnon1
E_tot = -9178.945 eV
HOMO = -0.386 hartree

***

3.
The following is a DFT calculation (ωB97M-V with the def2-TZVPD basis set) of a cluster of 2 separate species, C2H2N2O2S in total.

```
9
Properties=species:S:1:pos:R:3:forces:R:3:lowdin_charge:R:1
O -1.167 2.245 1.094 0.48 0.55 -1.00 0.091
H 0.004 -0.412 -0.231 1.54 -1.90 0.68 -0.002
N -3.186 1.314 -2.875 0.08 -0.14 0.25 0.100
C -2.648 0.460 -2.301 -0.76 1.32 -1.00 -0.843
C -0.206 0.586 -0.091 -1.98 2.10 -6.13 0.089
O -1.096 0.293 1.902 0.06 -1.71 1.04 0.093
H -0.198 1.327 -0.999 0.63 -1.42 2.14 0.144
S -1.889 -0.796 -1.611 1.51 -0.01 1.92 0.819
N -0.847 1.070 1.019 -1.57 1.19 2.10 -0.490
```
Forces are in eV/Å.

Output
strongest force on any atom = 6.78 eV/A
LUMO (alpha / beta) = -4.0052 / -3.9976 eV
net charge = 0
spin multiplicity = 1
E_tot = -20009.846 eV
HOMO (alpha / beta) = -0.384 / -0.384 hartree

***

4.
The following is a DFT calculation (ωB97M-V with the def2-TZVPD basis set) of a cluster of 2 separate species, C2H2N2O2S in total.

```
9
Properties=species:S:1:pos:R:3:forces:R:3:lowdin_charge:R:1
C -0.378 -0.331 -0.234 -2.32 3.24 -0.77 -0.407
O 1.411 -1.335 0.706 -0.16 -0.30 1.65 0.069
N 0.737 3.123 0.226 0.84 3.32 -0.08 -0.052
C 0.461 2.029 0.294 -1.52 -5.31 -0.39 -0.191
H -0.605 0.123 -1.246 -0.36 -0.67 1.64 0.128
S -1.325 -1.011 1.027 0.66 -0.35 0.28 0.947
N 0.906 -0.895 -0.286 2.89 -0.97 -0.57 -0.529
O 1.449 -0.947 -1.369 -0.63 0.43 -0.80 0.107
H -2.656 -0.756 0.882 0.62 0.61 -0.96 -0.071
```
Forces are in eV/Å.

Output
strongest force on any atom = 5.54 eV/A
LUMO (alpha / beta) = -3.3070 / -3.4262 eV
net charge = 0
spin multiplicity = 1
E_tot = -20008.849 eV
HOMO (alpha / beta) = -0.397 / -0.380 hartree

***

5.
The following is a DFT calculation (ωB97M-V with the def2-TZVPD basis set) of a cluster of 2 separate species, C2H2N2O3 in total.

```
9
Properties=species:S:1:pos:R:3:forces:R:3:lowdin_charge:R:1
C 0.474 -0.338 0.196 -2.00 0.43 2.20 -0.065
O -2.489 1.836 0.269 1.26 1.31 -0.18 -0.237
H 0.321 0.758 0.276 -0.84 -0.83 0.77 0.026
N -2.526 0.597 0.199 -2.49 -1.97 0.44 -0.484
O 2.472 -1.387 -0.161 -0.10 1.03 -1.19 -0.233
H 0.165 -1.109 1.013 0.93 1.75 -1.53 0.040
O 1.906 0.506 -1.385 0.68 -0.44 -0.21 -0.173
N -2.007 -0.451 0.137 0.78 0.61 -0.50 0.006
C 1.686 -0.413 -0.545 1.78 -1.90 0.20 -0.879
```
Forces are in eV/Å.

Output
strongest force on any atom = 3.21 eV/A
LUMO (alpha / beta) = 7.4346 / 7.3509 eV
net charge = -2
spin multiplicity = 1
E_tot = -11223.096 eV
HOMO (alpha / beta) = 0.093 / 0.041 hartree

***

6.
The following is a DFT calculation (ωB97M-V with the def2-TZVPD basis set) of a cluster of 2 separate species, C2H2N2O3 in total.

```
9
Properties=species:S:1:pos:R:3:forces:R:3:lowdin_charge:R:1
C -0.405 -0.015 -0.250 -2.55 -4.56 -1.47 -0.547
O 0.691 -0.801 -0.484 -3.76 -2.51 0.60 0.206
C 1.700 -0.072 -0.127 0.11 2.60 -1.98 -0.568
N -0.123 1.153 -0.179 0.53 5.94 0.85 0.123
O 2.763 -0.503 -0.017 3.24 -0.10 1.02 0.230
O 1.249 1.268 -0.222 1.21 -1.16 0.88 0.088
N -1.785 -0.437 -0.293 0.22 0.63 6.90 0.101
H -1.928 -1.016 1.241 0.62 0.90 -4.31 0.280
H -2.162 0.423 0.331 0.39 -1.75 -2.50 0.087
```
Forces are in eV/Å.

Output
strongest force on any atom = 6.93 eV/A
LUMO = -1.3850 eV
net charge = 0
spin multiplicity = 1
E_tot = -11223.823 eV
HOMO = -0.392 hartree

***

7.
The following is a DFT calculation (ωB97M-V with the def2-TZVPD basis set) of an isolated molecule of C2H2N2O3.

```
9
Properties=species:S:1:pos:R:3:forces:R:3:lowdin_charge:R:1
C -0.208 -0.514 -0.396 0.47 1.19 -2.26 -0.448
O 0.599 0.424 1.341 1.04 1.47 0.97 0.040
H -1.250 -1.032 -1.910 0.43 0.13 0.12 0.142
H -0.831 -0.846 1.522 -1.52 -0.54 0.81 0.150
N -0.078 -0.686 0.923 1.35 0.15 -0.69 0.115
O -0.988 -1.363 -1.038 -0.22 -0.27 0.08 0.149
O 1.386 2.302 0.292 0.06 -0.50 0.19 0.136
C 0.899 1.223 0.198 -0.51 -0.73 -0.76 -0.497
N 0.471 0.492 -0.932 -1.10 -0.89 1.54 0.214
```
Forces are in eV/Å.

Output
strongest force on any atom = 2.60 eV/A
LUMO = 0.2595 eV
net charge = 0
spin multiplicity = 1
structure (SMILES) = O=c1nc(O)[nH]o1
E_tot = -11227.836 eV
HOMO = -0.378 hartree

***

8.
The following is a DFT calculation (ωB97M-V with the def2-TZVPD basis set) of an isolated molecule of C2H2N2O3.

```
9
Properties=species:S:1:pos:R:3:forces:R:3:lowdin_charge:R:1
N -1.362 0.556 0.634 -2.49 -0.89 1.40 0.057
H 1.643 -0.263 -0.945 -1.13 0.10 2.16 0.167
O -0.027 2.330 -0.087 -0.27 -0.26 -0.35 0.140
O -0.167 -2.163 -0.789 0.06 -2.39 -1.85 0.145
H 0.988 0.400 0.825 -0.03 -0.93 -0.63 0.127
N -0.015 -1.164 -0.234 -0.90 2.51 2.78 -0.263
C -0.589 1.313 0.120 1.26 3.51 -0.72 -0.421
O -1.357 -0.762 0.536 0.95 -0.98 -0.41 -0.004
C 0.886 -0.248 -0.059 2.56 -0.66 -2.38 0.051
```
Forces are in eV/Å.

Output
strongest force on any atom = 3.85 eV/A
LUMO = -0.5609 eV
net charge = 0
spin multiplicity = 1
structure (SMILES) = C=[N+]([O-])ON=C=O
E_tot = -11221.883 eV
HOMO = -0.365 hartree

***

9.
The following is a DFT calculation (ωB97M-V with the def2-TZVPD basis set) of a cluster of 2 separate species, C2H2N2O4 in total.

```
10
Properties=species:S:1:pos:R:3:forces:R:3:lowdin_charge:R:1
N -0.460 -0.572 -0.622 2.54 1.15 2.08 -0.160
O -0.682 -1.349 1.644 2.07 3.43 -4.01 0.118
H -2.250 0.732 -0.938 2.29 -4.66 0.67 0.317
C 1.072 0.222 1.064 4.13 -0.52 2.50 -0.252
N 0.307 0.667 -0.975 -0.75 0.18 -1.54 0.036
H 0.658 0.584 -1.931 -0.38 -0.32 0.00 0.139
O -1.758 -0.542 -0.883 -3.05 4.53 -1.40 -0.083
C -0.138 -0.602 0.768 -3.15 -4.00 3.98 -0.272
O 1.529 0.584 -0.263 -0.83 -0.13 2.97 0.011
O 1.720 0.277 2.135 -2.87 0.35 -5.24 0.147
```
Forces are in eV/Å.

Output
strongest force on any atom = 6.46 eV/A
LUMO = -1.6224 eV
net charge = 0
spin multiplicity = 1
E_tot = -13269.530 eV
HOMO = -0.375 hartree

***

10.
The following is a DFT calculation (ωB97M-V with the def2-TZVPD basis set) of an isolated molecule of C2H2N2OS.

```
8
Properties=species:S:1:pos:R:3:forces:R:3:lowdin_charge:R:1
C -0.648 -0.540 -0.361 -1.15 -2.30 -0.58 -0.557
H 1.682 0.756 0.844 0.04 -0.02 -0.24 -0.116
S 1.094 1.507 -0.110 -0.28 -0.38 -0.52 0.804
O -1.148 -1.544 -0.869 0.61 1.77 0.75 0.080
N 0.273 0.233 -0.959 -0.45 2.09 3.93 -0.287
C -0.908 -0.205 1.057 0.28 -0.28 1.89 -0.161
H 0.551 -0.020 -1.823 1.25 -1.01 -3.39 0.057
N -0.895 -0.186 2.220 -0.31 0.13 -1.85 0.181
```
Forces are in eV/Å.

Output
strongest force on any atom = 4.47 eV/A
LUMO = 0.0390 eV
net charge = 0
spin multiplicity = 1
structure (SMILES) = N#CC(=O)NS
E_tot = -17968.072 eV
HOMO = -0.381 hartree

***

11.
The following is a DFT calculation (ωB97M-V with the def2-TZVPD basis set) of an isolated molecule of C2H2N2OS.

```
8
Properties=species:S:1:pos:R:3:forces:R:3:lowdin_charge:R:1
C 0.078 0.271 0.680 -0.20 0.98 -2.08 -0.776
N 0.316 1.445 0.107 0.10 -1.19 0.85 0.070
S 0.313 -0.157 2.346 -0.10 0.18 0.16 0.821
H -0.354 -0.534 -2.353 -0.09 0.11 -0.39 0.132
N -0.320 -0.672 -0.250 0.29 -1.43 0.70 0.071
H 0.021 -1.445 2.105 0.00 0.14 0.02 -0.114
O 0.149 1.198 -1.248 -0.18 -0.60 -0.52 -0.035
C -0.203 -0.107 -1.386 0.18 1.80 1.25 -0.169
```
Forces are in eV/Å.

Output
strongest force on any atom = 2.30 eV/A
LUMO = 0.7848 eV
net charge = 0
spin multiplicity = 1
structure (SMILES) = Sc1ncon1
E_tot = -17967.724 eV
HOMO = -0.352 hartree

***

12.
The following is a DFT calculation (ωB97M-V with the def2-TZVPD basis set) of an isolated molecule of C2H2N2OS.

```
8
Properties=species:S:1:pos:R:3:forces:R:3:lowdin_charge:R:1
O 0.959 -0.405 1.032 -0.49 -0.87 0.31 -0.068
C -0.946 -0.475 -0.332 2.47 1.97 0.29 0.182
C -0.241 -1.008 0.602 0.06 0.01 0.05 -0.187
H -0.363 -1.899 1.198 -0.17 -0.09 -0.06 0.121
N 0.560 1.144 -0.465 -2.15 -4.38 1.78 -0.665
N 1.302 0.718 0.418 0.67 1.42 -0.59 -0.029
S 0.486 2.332 -1.450 0.10 1.97 -1.45 0.586
H -1.757 -0.407 -1.002 -0.49 -0.03 -0.33 0.060
```
Forces are in eV/Å.

Output
strongest force on any atom = 5.19 eV/A
LUMO (alpha / beta) = -0.9629 / -0.9867 eV
net charge = 0
spin multiplicity = 1
E_tot = -17963.013 eV
HOMO (alpha / beta) = -0.313 / -0.313 hartree